1.
A structure of composition C16H22MgN2 in a non-equilibrium geometry. Source: the OMol25 dataset; level of theory: ωB97M-V with the def2-TZVPD basis set.

**Net charge**: -2

CARTESIAN COORDINATES (ANGSTROEM)
C (1.783, -2.152, -2.323)
C (0.508, -2.656, -2.720)
C (-0.160, -3.144, -1.556)
C (0.706, -2.951, -0.437)
C (1.911, -2.333, -0.909)
Mg (0.237, -0.942, -1.238)
N (0.556, 1.097, -1.865)
C (-0.229, 1.768, -2.844)
C (-0.971, 0.490, -3.147)
H (-1.125, -3.650, -1.541)
H (0.145, -2.741, -3.745)
H (0.516, -3.284, 0.583)
H (2.805, -2.133, -0.320)
H (2.555, -1.771, -2.991)
H (-0.587, -0.143, -3.948)
H (0.323, 2.181, -3.706)
H (1.394, 1.639, -1.639)
H (-2.009, 0.414, -2.828)
H (-0.913, 2.534, -2.443)
C (2.428, 1.531, 2.868)
N (1.088, 1.397, 2.344)
C (0.617, 2.548, 1.605)
C (0.785, 0.090, 1.805)
C (-0.694, -0.066, 1.522)
C (-1.597, 0.233, 2.566)
C (-2.972, 0.215, 2.316)
C (-3.443, -0.087, 1.033)
C (-2.526, -0.405, 0.000)
C (-1.184, -0.447, 0.294)
H (2.511, 2.485, 3.405)
H (3.201, 1.512, 2.074)
H (2.624, 0.700, 3.558)
H (0.948, 2.558, 0.547)
H (-0.481, 2.583, 1.611)
H (1.005, 3.446, 2.106)
H (1.410, -0.121, 0.900)
H (1.101, -0.639, 2.575)
H (-1.194, 0.495, 3.548)
H (-3.669, 0.442, 3.126)
H (-4.514, -0.081, 0.821)
H (-2.889, -0.611, -1.008)

=====

2.
The molecule C4H7NO in a non-equilibrium geometry. Source: the OMol25 dataset; level of theory: ωB97M-V with the def2-TZVPD basis set.

**SMILES string**: C=C(C)/C=N\O
**Relative energy (zero: lowest compared OMol25 entry of this formula, charge and spin)**: 370.5 kJ/mol

CARTESIAN COORDINATES (ANGSTROEM)
C (0.772, 1.458, -0.264)
C (0.864, 0.152, -0.150)
C (2.024, -0.604, 0.352)
C (-0.326, -0.769, -0.401)
N (-1.587, -0.694, -0.201)
O (-2.006, 0.397, 0.450)
H (-0.223, 1.974, -0.572)
H (1.707, 2.075, -0.240)
H (2.090, -1.589, -0.315)
H (1.769, -0.963, 1.407)
H (3.046, -0.146, 0.379)
H (-0.083, -1.809, -0.809)
H (-1.150, 0.728, 0.736)

=====

3.
The molecule C4H6O2. Source: the OMol25 dataset; level of theory: ωB97M-V with the def2-TZVPD basis set.

**SMILES string**: O=C[C@H]1CCO1
**Relative energy (zero: lowest compared OMol25 entry of this formula, charge and spin)**: 184.6 kJ/mol

CARTESIAN COORDINATES (ANGSTROEM)
O (-1.228, 0.605, 2.446)
C (-0.730, -0.135, 1.634)
C (-0.749, 0.116, 0.143)
C (0.547, 0.738, -0.419)
C (0.688, -0.600, -1.159)
O (-0.532, -1.098, -0.583)
H (-0.196, -1.068, 1.920)
H (-1.682, 0.621, -0.135)
H (1.319, 0.960, 0.321)
H (0.388, 1.616, -1.045)
H (1.556, -1.207, -0.872)
H (0.620, -0.550, -2.252)

=====

| no. | DFT total energy (a.u.) |
| --- | --- |
| 1 | -932.26162 |
| 2 | -286.49053 |
| 3 | -306.43597 |